Entry 1:
# C7H15IN

The ion C7H15IN with charge +1 (wB97M-V/def2-TZVPD, the OMol25 dataset).

Element x y z (Å)
C1 2.069086 0.580584 -2.480098
C2 1.136843 0.853543 -1.595489
C3 0.332576 -0.102635 -0.690617
C4 -1.159514 0.128571 -0.798140
N1 0.796130 -1.483504 -0.962909
C5 0.758028 0.234885 0.853469
I1 2.900004 -0.141817 1.088954
C6 -0.027827 -0.540455 1.933014
C7 -0.621555 0.463062 2.950950
H1 2.573009 1.467344 -2.748968
H2 2.378263 -0.438536 -2.588361
H3 1.016129 1.900291 -1.452976
H4 -1.570550 -0.263461 0.143360
H5 -1.372597 1.233886 -0.940373
H6 -1.485549 -0.148084 -1.814357
H7 0.730983 -1.530330 -2.062402
H8 0.146136 -2.160025 -0.654513
H9 1.776743 -1.555969 -0.513135
H10 0.437144 1.257611 0.896526
H11 0.775776 -1.258138 2.484194
H12 -0.801716 -1.270644 1.494838
H13 0.293093 1.058169 3.241454
H14 -1.184206 0.055691 3.851409
H15 -1.378761 1.012337 2.453457

Cartesian forces (eV/Å) of the 6 atoms listed first:
-0.535 -0.716 1.353
-0.818 -0.833 0.745
1.681 2.328 1.541
0.359 1.289 -0.857
0.488 1.100 -3.305
-0.784 -1.252 -1.671

The total charge is +1. Its multiplicity is 1. The LUMO energy comes out at -3.29 eV. The value obtained for the calculated total energy is -627.84195 Ha. As for the SMILES: C=C[C@@](C)([NH3+])[C@H](I)CC. For the HOMO energy, the calculation gives -13.3 eV. The value obtained for the molar mass is 240.1 g/mol. The value obtained for the energy above the lowest of the compared OMol25 structures with the same formula, charge and spin is 18.6 kcal per mole.



Entry 2:
# C2H3CuLiO4

A structure of composition C2H3CuLiO4 (wB97M-V/def2-TZVPD, the OMol25 dataset).

Element x y z (Å)
O1 0.555921 1.496059 0.418247
C1 0.715070 2.254704 -0.532818
C2 0.521274 1.770281 -1.934774
O2 0.172782 0.454404 -2.002406
O3 -1.457079 -2.383014 1.854247
O4 0.012808 -2.742358 2.017132
Cu1 0.056248 -0.313539 -0.352620
Li1 -0.348884 -0.698210 2.487620
H1 0.928400 3.324704 -0.356577
H2 1.471624 2.024846 -2.461359
H3 -0.225728 2.468537 -2.380982

Cartesian forces (eV/Å) of the 6 atoms listed first:
0.281 0.683 0.709
-0.446 0.085 -0.139
0.054 -0.314 0.018
0.163 0.875 -1.452
5.241 -0.165 0.672
-4.763 2.290 -0.444

The total charge is 0. Its multiplicity is 2. The LUMO energy (alpha / beta) comes out at -0.94 / -0.89 eV. The value obtained for the calculated total energy is -2026.78618 Ha. For the HOMO energy (alpha / beta), the calculation gives -8.7 / -8.7 eV. The value obtained for the molar mass is 161.5 g/mol. The value obtained for the energy above the lowest of the compared OMol25 structures with the same formula, charge and spin is 23.4 kcal per mole.



Entry 3:
# C4H6O2Pt

A structure of composition C4H6O2Pt (wB97M-V/def2-TZVPD, the OMol25 dataset).

Element x y z (Å)
O1 0.442636 -1.726732 -2.138406
C1 0.894273 -1.288098 -0.903821
H1 -0.301868 -2.324500 -2.015609
H2 1.936903 -0.964698 -0.972727
C2 0.051599 -0.769080 0.052346
C3 0.288982 0.493988 0.703695
C4 -0.700919 1.653083 0.474101
O2 -1.602491 1.811043 1.551729
Pt1 -0.900721 0.254625 2.260323
H3 1.342273 0.779998 0.848961
H4 -0.058125 -1.980888 0.290214
H5 -1.261499 1.469253 -0.465492
H6 -0.131043 2.592004 0.314686

Cartesian forces (eV/Å) of the 6 atoms listed first:
0.607 -0.768 1.015
1.163 0.917 -2.577
-0.421 0.132 -0.129
-0.057 -0.230 -0.030
0.494 -1.568 -0.065
-0.574 -0.082 0.888

The total charge is 0. Its multiplicity is 3. The LUMO energy (alpha / beta) comes out at -0.84 / -2.49 eV. The value obtained for the calculated total energy is -425.42631 Ha. For the HOMO energy (alpha / beta), the calculation gives -5.9 / -7.4 eV. The value obtained for the molar mass is 281.2 g/mol. The value obtained for the energy above the lowest of the compared OMol25 structures with the same formula, charge and spin is 82.4 kcal per mole.



Entry 4:
# C6H12O

A cluster of 2 separate species, C6H12O in total (wB97M-V/def2-TZVPD, the OMol25 dataset).

Element x y z (Å)
C1 2.143708 0.037000 -0.215377
C2 1.277590 0.533879 0.838737
C3 3.464282 -0.650413 0.020136
C4 -1.990463 -0.961718 0.504334
C5 -1.943301 1.557133 -0.031886
C6 -1.505230 0.174041 -0.307309
O1 2.037676 1.418617 0.109761
H1 1.671022 -0.219516 -1.162813
H2 1.428304 0.452271 1.902456
H3 3.304959 -1.725810 0.070494
H4 3.922434 -0.315222 0.949459
H5 4.150427 -0.441559 -0.798970
H6 -1.222556 -1.723269 0.628136
H7 -2.836313 -1.451035 0.006321
H8 -2.324849 -0.626218 1.483047
H9 -1.274710 2.279332 -0.489126
H10 -1.997355 1.745169 1.038182
H11 -2.946506 1.734271 -0.438433
H12 -1.050075 -0.040339 -1.257169

Cartesian forces (eV/Å) of the 6 atoms listed first:
-0.098 -1.017 -0.277
0.039 -0.194 -0.667
-0.185 0.327 0.042
-0.096 -0.068 -0.173
-0.143 -0.015 -0.132
0.620 0.112 0.406

The total charge is 0. Its multiplicity is 1. The LUMO energy (alpha / beta) comes out at 1.14 / 0.61 eV. The value obtained for the calculated total energy is -310.86876 Ha. For the HOMO energy (alpha / beta), the calculation gives -8.2 / -7.2 eV. The value obtained for the molar mass is 100.2 g/mol. The value obtained for the energy above the lowest of the compared OMol25 structures with the same formula, charge and spin is 119.5 kcal per mole.



Entry 5:
# CH2F2N

The ion CH2F2N with charge +1 (wB97M-V/def2-TZVPD, the OMol25 dataset).

Element x y z (Å)
C1 -0.401508 0.360326 -0.480706
N1 0.226743 -0.232840 0.391691
F1 -0.157820 -0.479047 1.549295
F2 1.658991 -0.729597 0.183993
H1 0.151727 0.425503 -1.471787
H2 -1.478133 0.655655 -0.172486

Force components x, y, z for each atom (eV/Å):
-1.528 0.969 -2.547
5.743 -1.804 -0.974
-0.298 -0.770 2.535
-4.654 1.582 0.668
-1.086 0.289 1.171
1.823 -0.266 -0.853

The total charge is +1. Its multiplicity is 1. The LUMO energy comes out at -7.28 eV. The value obtained for the calculated total energy is -293.26716 Ha. As for the SMILES: C=[N+](F)F. For the HOMO energy, the calculation gives -20.1 eV. The value obtained for the molar mass is 66.0 g/mol. The value obtained for the energy above the lowest of the compared OMol25 structures with the same formula, charge and spin is 13.0 kcal per mole.



Entry 6:
# C4H37O16

A structure of composition C4H37O16 (wB97M-V/def2-TZVPD, the OMol25 dataset).

Element x y z (Å)
C1 -0.351269 -1.140511 0.250437
C2 -1.035228 -2.503508 0.313569
C3 -2.403460 -2.660656 -0.391295
O1 -2.950619 -3.913856 -0.093887
C4 -1.264079 0.093838 0.302893
O2 -0.618440 1.203079 -0.276108
H1 0.383898 -0.963359 1.012958
H2 0.031598 -1.062109 -0.759198
H3 -0.922040 -2.970086 1.302368
H4 -0.381345 -3.211318 -0.343046
H5 -2.283427 -2.503484 -1.500707
H6 -3.053770 -1.814675 -0.126107
H7 -3.402302 -3.917463 0.773527
H8 -2.211132 0.014509 -0.192651
H9 -1.526724 0.481418 1.259891
H10 -1.217594 2.759184 -0.680555
H11 -0.868353 4.032466 -1.134273
O3 -1.665562 3.658485 -0.732425
H12 2.297137 -0.247410 1.933132
H13 3.389375 -0.822647 2.950098
O4 2.452358 -0.831828 2.722791
H14 1.947267 1.162970 3.901260
H15 0.885853 2.195947 3.591555
O5 1.705657 2.074928 4.077767
H16 2.157908 3.537960 1.687724
H17 2.649217 3.444034 3.149173
O6 2.500043 4.053625 2.406866
H18 0.866313 2.467173 1.633886
H19 0.662567 1.210854 0.508373
O7 1.111948 1.584840 1.387409
H20 2.240988 1.120652 -0.498459
H21 1.620156 0.728825 -1.868023
O8 2.480794 0.694237 -1.321430
H22 -2.065507 2.612136 2.180277
H23 -1.236147 3.758373 1.779174
O9 -1.469249 3.257128 2.567517
H24 -0.017368 1.336791 -3.156545
H25 -0.218173 0.931963 -1.398057
O10 0.180321 0.669232 -2.507285
H26 4.874377 -1.462346 -1.143907
H27 4.078763 -0.262819 -1.365948
O11 5.004874 -0.545989 -1.399478
H28 -3.096916 -0.083700 -2.761452
H29 -4.082073 0.901641 -1.965637
O12 -3.857928 0.000693 -2.181959
H30 -0.730586 -0.765051 -3.032848
H31 -1.143810 -0.818572 -4.604712
O13 -1.479839 -0.730001 -3.719528
H32 2.658148 -3.161466 -0.093661
H33 3.602222 -3.562096 1.049712
O14 3.220738 -3.892992 0.239872
H34 2.515761 -1.339930 -1.907217
H35 1.514163 -2.385335 -2.562035
O15 2.229503 -2.276144 -1.942439
H36 -4.335913 -0.180216 0.090524
H37 -5.004493 -0.145802 1.607531
O16 -4.368601 0.188391 0.980592

Cartesian forces (eV/Å) of the 6 atoms listed first:
-1.909 0.733 -0.706
1.759 -1.806 -1.573
0.623 1.786 0.325
-0.872 -0.805 0.164
-0.239 0.698 -0.255
1.219 -0.173 -1.764

The total charge is -1. Its multiplicity is 1. The LUMO energy comes out at 2.44 eV. The value obtained for the calculated total energy is -1378.47709 Ha. For the HOMO energy, the calculation gives -6.7 eV. The value obtained for the molar mass is 341.3 g/mol. The value obtained for the energy above the lowest of the compared OMol25 structures with the same formula, charge and spin is 56.1 kcal per mole.